1.
Here is a structure of composition C26H45N3P2W in a non-equilibrium geometry from the OMol25 dataset. Energies are from ωB97M-V/def2-TZVPD.

charge = +2
spin multiplicity = 3
orbital gap (alpha / beta) = 6.788 / 3.777 eV
relative energy (zero: lowest compared OMol25 entry of this formula, charge and spin) = 53.0 kcal per mole
HOMO (alpha / beta) = -13.51 / -13.26 eV

CARTESIAN COORDINATES (ANGSTROEM)
W -0.04 -0.67 -0.93
C -1.25 -1.97 1.07
C -0.65 -2.60 -0.11
C 1.02 -2.02 1.40
C -0.22 -1.71 1.99
C 0.79 -2.61 0.12
C -2.71 -1.91 1.37
H -3.32 -1.92 0.46
H -2.96 -1.01 1.94
H -3.03 -2.78 1.96
C -0.42 -1.34 3.42
H -1.38 -0.84 3.57
H 0.36 -0.66 3.77
H -0.41 -2.21 4.09
C 2.36 -1.89 2.03
H 2.79 -2.86 2.33
H 2.33 -1.25 2.92
H 3.07 -1.44 1.33
C 1.76 -3.50 -0.59
H 1.32 -4.50 -0.66
H 2.69 -3.60 -0.01
H 2.01 -3.15 -1.59
C -1.37 -3.63 -0.92
H -1.47 -4.50 -0.26
H -0.80 -3.92 -1.81
H -2.37 -3.31 -1.22
C -1.10 1.06 -1.41
C -1.96 -0.10 -1.26
C -2.55 -0.76 -2.49
C -1.49 -1.42 -3.42
C -0.10 -1.50 -2.80
C 0.79 -0.34 -2.77
C 0.35 0.90 -3.51
C -0.75 1.66 -2.76
H -3.16 -0.04 -3.06
H -1.48 -0.91 -4.39
H -3.26 -1.53 -2.16
H -1.65 1.73 -3.39
H -1.18 1.81 -0.61
H -2.61 -0.09 -0.39
H -0.42 2.69 -2.58
H 1.20 1.57 -3.68
H 1.87 -0.55 -2.78
H -0.01 0.64 -4.52
H -1.82 -2.45 -3.61
H 0.43 -2.43 -3.04
P -2.61 2.42 1.70
C -2.68 2.26 3.51
H -3.11 3.18 3.94
H -1.67 2.11 3.90
H -3.29 1.39 3.78
C -1.81 4.06 1.49
H -2.38 4.82 2.05
H -1.80 4.32 0.42
H -0.77 3.99 1.86
C -4.33 2.71 1.17
H -4.35 2.69 0.07
H -4.69 3.68 1.53
H -4.97 1.89 1.53
P 3.44 0.66 -0.71
C 4.77 -0.25 -1.55
H 5.28 0.41 -2.25
H 4.29 -1.08 -2.10
H 5.47 -0.68 -0.82
C 3.36 2.27 -1.59
H 2.87 2.13 -2.56
H 4.39 2.65 -1.73
H 2.78 3.00 -1.01
C 4.19 1.20 0.86
H 5.10 1.77 0.62
H 4.44 0.33 1.48
H 3.49 1.83 1.42
N 0.68 0.73 0.40
C 0.71 1.47 1.33
N 0.80 2.31 2.29
C 1.35 1.96 3.45
N 1.83 1.65 4.48

Computed Mulliken charges, given in elementary charges: atom 1 (W): -0.54, atom 2 (C): 0.30, atom 3 (C): 2.32, atom 4 (C): 0.57, atom 5 (C): 0.40, atom 6 (C): 0.41, atom 7 (C): -1.85, atom 8 (H): 0.33, atom 9 (H): 0.34, atom 10 (H): 0.37, atom 11 (C): -1.56, atom 12 (H): 0.32, atom 13 (H): 0.32, atom 14 (H): 0.33, atom 15 (C): -1.87, atom 16 (H): 0.40, atom 17 (H): 0.36, atom 18 (H): 0.14, atom 19 (C): -1.57, atom 20 (H): 0.33, atom 21 (H): 0.46, atom 22 (H): 0.23, atom 23 (C): -1.76, atom 24 (H): 0.43, atom 25 (H): 0.40, atom 26 (H): 0.31, atom 27 (C): -0.82, atom 28 (C): 1.16, atom 29 (C): -1.59, atom 30 (C): -1.04, atom 31 (C): -0.49, atom 32 (C): -0.03, atom 33 (C): -1.88, atom 34 (C): -0.87, atom 35 (H): 0.61, atom 36 (H): 0.24, atom 37 (H): 0.35, atom 38 (H): 0.34, atom 39 (H): 0.10, atom 40 (H): 0.91, atom 41 (H): 0.45, atom 42 (H): 0.25, atom 43 (H): 1.13, atom 44 (H): 0.45, atom 45 (H): 0.47, atom 46 (H): 0.67, atom 47 (P): 1.17, atom 48 (C): -1.27, atom 49 (H): 0.49, atom 50 (H): 0.32, atom 51 (H): 0.41, atom 52 (C): -1.15, atom 53 (H): 0.49, atom 54 (H): 0.37, atom 55 (H): 0.29, atom 56 (C): -1.30, atom 57 (H): 0.34, atom 58 (H): 0.47, atom 59 (H): 0.41, atom 60 (P): 1.27, atom 61 (C): -1.38, atom 62 (H): 0.44, atom 63 (H): 0.34, atom 64 (H): 0.43, atom 65 (C): -1.34, atom 66 (H): 0.26, atom 67 (H): 0.56, atom 68 (H): 0.29, atom 69 (C): -1.15, atom 70 (H): 0.48, atom 71 (H): 0.41, atom 72 (H): 0.25, atom 73 (N): 0.03, atom 74 (C): 0.61, atom 75 (N): -0.73, atom 76 (C): 0.40, atom 77 (N): -0.58

=====

2.
Here is a cluster of 10 separate species, C26H46BCl18N2O2 in total in a non-equilibrium geometry from the OMol25 dataset. Energies are from ωB97M-V/def2-TZVPD.

charge = +1
orbital gap = 6.707 eV
relative energy (zero: lowest compared OMol25 entry of this formula, charge and spin) = 0.0 kcal per mole
HOMO = -11.39 eV

CARTESIAN COORDINATES (ANGSTROEM)
C 1.38 -2.55 5.26
C 0.42 -3.16 6.43
B -1.17 -3.28 6.04
O -2.02 -4.09 6.96
N -1.86 -2.62 4.87
C -1.51 -2.83 3.42
C -2.30 -2.11 2.18
C -3.57 -1.14 2.49
C -3.93 -0.95 4.08
C -3.03 -1.71 5.22
O -3.44 -1.45 6.62
C -2.97 -0.12 6.98
N -2.35 0.92 7.39
H 2.49 -2.66 5.65
H 1.34 -3.12 4.25
H 1.20 -1.39 5.15
H 0.56 -2.47 7.39
H 0.78 -4.24 6.73
H -2.50 -4.80 6.45
H -0.63 -3.54 3.13
H -2.01 -2.25 1.06
H -4.20 -0.61 1.64
H -4.85 -0.28 4.32
Cl 0.73 -2.79 0.75
C 1.26 -3.05 -0.93
C 0.73 -1.97 -1.86
Cl -1.04 -2.08 -2.08
H 0.94 -4.04 -1.23
H 2.35 -3.03 -0.92
H 1.17 -2.09 -2.85
H 0.96 -0.97 -1.50
Cl 2.43 0.62 -1.79
C 2.18 2.39 -1.71
C 0.82 2.80 -2.24
Cl 0.68 2.56 -4.00
H 2.99 2.87 -2.27
H 2.28 2.67 -0.66
H 0.66 3.87 -2.06
H 0.01 2.25 -1.75
Cl 3.64 5.01 -2.48
C 3.40 6.78 -2.40
C 2.04 7.19 -2.93
Cl 1.88 6.95 -4.69
H 4.21 7.26 -2.95
H 3.49 7.06 -1.35
H 1.88 8.26 -2.74
H 1.23 6.64 -2.44
Cl 3.84 -4.60 0.45
C 4.00 -5.88 1.67
C 2.66 -6.46 2.08
Cl 1.67 -5.30 3.00
H 4.54 -5.47 2.53
H 4.62 -6.66 1.22
H 2.81 -7.33 2.72
H 2.08 -6.79 1.21
Cl -7.74 -0.51 3.53
C -7.87 -2.20 2.96
C -7.22 -3.18 3.92
Cl -5.45 -3.01 3.96
H -7.42 -2.25 1.96
H -8.94 -2.42 2.87
H -7.44 -4.20 3.60
H -7.60 -3.06 4.94
Cl -5.36 -2.91 -1.18
C -4.29 -3.06 -2.60
C -4.99 -3.69 -3.79
Cl -5.39 -5.40 -3.52
H -3.41 -3.65 -2.30
H -3.95 -2.06 -2.85
H -4.35 -3.65 -4.67
H -5.92 -3.16 -4.03
Cl 6.93 8.99 -7.37
C 7.13 7.71 -6.16
C 5.80 7.12 -5.72
Cl 4.83 8.28 -4.78
H 7.68 8.12 -5.31
H 7.74 6.93 -6.62
H 5.96 6.25 -5.08
H 5.20 6.80 -6.58
Cl 3.94 13.08 -9.50
C 5.22 11.85 -9.65
C 6.43 12.36 -10.41
Cl 6.07 12.64 -12.13
H 4.78 10.97 -10.13
H 5.51 11.57 -8.64
H 7.23 11.63 -10.37
H 6.80 13.30 -9.99
Cl -4.39 -6.09 5.84
C -4.52 -7.77 5.26
C -3.87 -8.75 6.22
Cl -2.10 -8.58 6.26
H -4.07 -7.82 4.26
H -5.59 -7.99 5.17
H -4.08 -9.78 5.89
H -4.25 -8.63 7.24

Computed Mulliken charges, given in elementary charges: atom 1 (C): -0.71, atom 2 (C): -0.37, atom 3 (B): 0.25, atom 4 (O): -0.43, atom 5 (N): 0.69, atom 6 (C): -0.04, atom 7 (C): -0.41, atom 8 (C): -0.31, atom 9 (C): -0.48, atom 10 (C): 0.02, atom 11 (O): -0.23, atom 12 (C): 0.44, atom 13 (N): -0.41, atom 14 (H): 0.32, atom 15 (H): 0.01, atom 16 (H): 0.26, atom 17 (H): 0.32, atom 18 (H): 0.26, atom 19 (H): 0.20, atom 20 (H): 0.30, atom 21 (H): 0.29, atom 22 (H): 0.38, atom 23 (H): 0.42, atom 24 (Cl): -0.02, atom 25 (C): -0.56, atom 26 (C): -0.32, atom 27 (Cl): -0.17, atom 28 (H): 0.35, atom 29 (H): 0.28, atom 30 (H): 0.47, atom 31 (H): -0.01, atom 32 (Cl): -0.27, atom 33 (C): -0.31, atom 34 (C): -0.34, atom 35 (Cl): -0.18, atom 36 (H): 0.15, atom 37 (H): 0.40, atom 38 (H): 0.21, atom 39 (H): 0.35, atom 40 (Cl): -0.23, atom 41 (C): -0.15, atom 42 (C): -0.51, atom 43 (Cl): -0.15, atom 44 (H): -0.02, atom 45 (H): 0.34, atom 46 (H): 0.34, atom 47 (H): 0.32, atom 48 (Cl): -0.13, atom 49 (C): -0.49, atom 50 (C): -0.59, atom 51 (Cl): -0.08, atom 52 (H): 0.33, atom 53 (H): 0.34, atom 54 (H): 0.35, atom 55 (H): 0.32, atom 56 (Cl): -0.19, atom 57 (C): -0.30, atom 58 (C): -0.63, atom 59 (Cl): 0.05, atom 60 (H): 0.18, atom 61 (H): 0.36, atom 62 (H): 0.32, atom 63 (H): 0.34, atom 64 (Cl): -0.14, atom 65 (C): -0.38, atom 66 (C): -0.45, atom 67 (Cl): -0.18, atom 68 (H): 0.25, atom 69 (H): 0.26, atom 70 (H): 0.32, atom 71 (H): 0.33, atom 72 (Cl): -0.13, atom 73 (C): -0.56, atom 74 (C): -0.33, atom 75 (Cl): -0.21, atom 76 (H): 0.31, atom 77 (H): 0.35, atom 78 (H): 0.26, atom 79 (H): 0.34, atom 80 (Cl): -0.19, atom 81 (C): -0.29, atom 82 (C): -0.39, atom 83 (Cl): -0.18, atom 84 (H): 0.32, atom 85 (H): 0.13, atom 86 (H): 0.26, atom 87 (H): 0.34, atom 88 (Cl): -0.16, atom 89 (C): -0.47, atom 90 (C): -0.44, atom 91 (Cl): -0.17, atom 92 (H): 0.30, atom 93 (H): 0.33, atom 94 (H): 0.32, atom 95 (H): 0.31

=====

3.
Here is a cluster of 10 separate species, C26H46Cl18NO2 in total in a non-equilibrium geometry from the OMol25 dataset. Energies are from ωB97M-V/def2-TZVPD.

charge = +1
orbital gap = 7.530 eV
HOMO = -10.87 eV

CARTESIAN COORDINATES (ANGSTROEM)
C -3.60 -1.15 0.08
C -2.54 -0.74 0.82
C -1.53 -1.74 1.39
C -0.16 -1.42 0.87
C 0.86 -1.03 1.75
C 0.72 -0.98 3.25
C 2.08 -0.69 1.20
N 2.31 -0.73 -0.11
C 3.60 -0.31 -0.68
C 3.46 1.03 -1.43
C 2.41 1.99 -0.87
C 2.31 3.31 -1.69
C 0.90 3.57 -2.26
O 0.78 3.41 -3.66
C 1.08 2.11 -4.08
C 1.36 -1.12 -0.97
C 0.12 -1.48 -0.52
C -0.91 -1.89 -1.54
O -0.23 -2.48 -2.63
C -0.90 -2.25 -3.87
H -3.79 -0.79 -0.93
H -4.30 -1.85 0.54
H -2.41 0.31 1.08
H -1.54 -1.65 2.48
H -1.87 -2.74 1.13
H 0.19 -1.89 3.56
H 1.72 -1.05 3.68
H 0.19 -0.11 3.61
H 2.90 -0.37 1.83
H 3.95 -1.09 -1.36
H 4.32 -0.23 0.13
H 3.29 0.81 -2.49
H 4.43 1.53 -1.39
H 1.41 1.56 -0.86
H 2.68 2.22 0.16
H 3.05 3.35 -2.48
H 2.48 4.11 -0.97
H 0.14 2.94 -1.77
H 0.63 4.61 -2.04
H 0.82 2.04 -5.14
H 0.51 1.35 -3.53
H 2.15 1.88 -4.01
H 1.60 -1.10 -2.02
H -1.67 -2.56 -1.12
H -1.41 -0.99 -1.90
H -0.48 -2.91 -4.61
H -1.97 -2.48 -3.74
H -0.82 -1.20 -4.18
C 1.20 -5.26 1.36
Cl 1.25 -3.73 0.45
Cl 1.92 -5.08 2.96
H 0.16 -5.55 1.47
H 1.75 -6.02 0.81
C -4.79 1.52 -2.62
Cl -5.57 2.70 -3.67
Cl -5.51 -0.10 -2.78
H -3.74 1.45 -2.89
H -4.90 1.84 -1.59
C 1.36 -7.13 6.33
Cl 1.10 -7.51 8.03
Cl -0.13 -6.65 5.51
H 2.07 -6.31 6.26
H 1.76 -8.00 5.83
C 3.36 3.91 3.15
Cl 2.50 5.09 2.16
Cl 2.86 2.27 2.74
H 4.43 4.00 2.97
H 3.14 4.11 4.19
C -1.02 3.26 2.96
Cl -0.31 1.85 2.15
Cl -2.55 3.73 2.23
H -1.18 3.02 4.00
H -0.32 4.09 2.86
C 4.91 -8.81 4.07
Cl 4.23 -7.22 3.70
Cl 3.94 -9.70 5.25
H 4.95 -9.39 3.15
H 5.91 -8.68 4.47
C -3.07 5.81 -2.16
Cl -2.86 4.09 -1.79
Cl -3.46 6.72 -0.70
H -2.15 6.20 -2.59
H -3.89 5.91 -2.86
C 0.49 8.19 0.66
Cl -0.38 9.35 -0.34
Cl -0.10 6.54 0.41
H 1.54 8.22 0.41
H 0.34 8.45 1.70
C -7.45 -1.53 -5.38
Cl -6.66 -3.04 -5.88
Cl -9.16 -1.77 -5.00
H -6.94 -1.16 -4.50
H -7.37 -0.82 -6.20

Computed Mulliken charges, given in elementary charges: atom 1 (C): -0.60, atom 2 (C): -0.23, atom 3 (C): -1.26, atom 4 (C): 1.18, atom 5 (C): 0.37, atom 6 (C): -1.52, atom 7 (C): -0.83, atom 8 (N): 0.38, atom 9 (C): -1.26, atom 10 (C): -0.50, atom 11 (C): 1.36, atom 12 (C): -1.04, atom 13 (C): -0.16, atom 14 (O): -0.47, atom 15 (C): -0.46, atom 16 (C): 0.01, atom 17 (C): 0.08, atom 18 (C): -1.30, atom 19 (O): -0.38, atom 20 (C): -0.76, atom 21 (H): -0.03, atom 22 (H): 0.31, atom 23 (H): 0.30, atom 24 (H): 0.51, atom 25 (H): 0.36, atom 26 (H): 0.53, atom 27 (H): 0.49, atom 28 (H): 0.18, atom 29 (H): 0.66, atom 30 (H): 0.40, atom 31 (H): 0.39, atom 32 (H): 0.13, atom 33 (H): 0.51, atom 34 (H): -0.23, atom 35 (H): -0.58, atom 36 (H): 0.56, atom 37 (H): 0.39, atom 38 (H): 0.17, atom 39 (H): 0.18, atom 40 (H): 0.35, atom 41 (H): 0.11, atom 42 (H): 0.14, atom 43 (H): 0.67, atom 44 (H): 0.43, atom 45 (H): 0.40, atom 46 (H): 0.27, atom 47 (H): 0.38, atom 48 (H): 0.23, atom 49 (C): -0.38, atom 50 (Cl): 0.08, atom 51 (Cl): -0.13, atom 52 (H): 0.27, atom 53 (H): 0.32, atom 54 (C): -0.14, atom 55 (Cl): -0.17, atom 56 (Cl): -0.31, atom 57 (H): 0.18, atom 58 (H): 0.36, atom 59 (C): 0.05, atom 60 (Cl): -0.16, atom 61 (Cl): -0.16, atom 62 (H): 0.22, atom 63 (H): 0.04, atom 64 (C): -0.67, atom 65 (Cl): -0.06, atom 66 (Cl): 0.02, atom 67 (H): 0.38, atom 68 (H): 0.34, atom 69 (C): -0.41, atom 70 (Cl): 0.06, atom 71 (Cl): -0.12, atom 72 (H): 0.35, atom 73 (H): 0.12, atom 74 (C): -0.32, atom 75 (Cl): -0.08, atom 76 (Cl): -0.14, atom 77 (H): 0.27, atom 78 (H): 0.29, atom 79 (C): -0.40, atom 80 (Cl): -0.05, atom 81 (Cl): -0.13, atom 82 (H): 0.25, atom 83 (H): 0.33, atom 84 (C): -0.41, atom 85 (Cl): -0.15, atom 86 (Cl): -0.05, atom 87 (H): 0.28, atom 88 (H): 0.33, atom 89 (C): 0.46, atom 90 (Cl): -0.16, atom 91 (Cl): -0.15, atom 92 (H): -0.36, atom 93 (H): 0.27